Formula: C6H13N2
Source: the OMol25 dataset
Level of theory: ωB97M-V/def2-TZVPD

CARTESIAN COORDINATES (ANGSTROEM)
C  -0.444807  1.083965  -0.390546
H  -3.382190  -0.450350  0.226964
C  1.552299  -1.143139  1.244049
H  1.246447  -0.464298  2.077346
H  1.909629  2.101724  0.411860
H  1.837271  2.077700  -1.395405
H  2.666934  -0.800245  1.156287
H  1.697145  -2.118748  1.619259
C  0.778009  -0.807029  -0.030496
H  -1.373146  -1.945448  -0.578574
H  -3.366409  1.145001  -0.370039
C  -0.852757  -1.182606  0.112992
H  2.722724  0.717456  -0.508762
N  -1.436323  0.116366  -0.243122
C  -2.839676  0.204426  -0.532624
H  1.193806  -1.187695  -0.888043
H  -1.066834  -1.309145  1.113651
N  0.766347  0.620299  -0.254128
C  1.932348  1.425111  -0.438975
H  -3.006937  -0.188978  -1.564336
H  -0.533886  2.105632  -0.767362

Atomic forces in eV per Å
C -1.92 -2.39 -0.51
H 0.73 0.44 -1.14
C 2.56 3.07 0.41
H -0.33 -0.72 -0.52
H 1.11 0.03 0.03
H 0.32 -1.30 1.48
H -1.78 -0.52 -0.33
H -0.69 -1.37 -0.09
C -2.35 -1.21 2.65
H 1.49 0.78 1.17
H 0.80 0.39 -0.30
C 1.52 1.18 -3.21
H 1.16 0.17 0.08
N 2.66 3.35 -0.21
C -1.66 -1.43 0.40
H 1.01 -1.57 -1.95
H -0.42 -1.00 2.16
N -2.41 0.15 -0.06
C -0.83 1.88 -1.33
H -0.22 0.34 0.80
H -0.75 -0.26 0.46

Computed properties:
Gap between HOMO and LUMO in hartree: 0.36966
Charge: +1
Lowest unoccupied orbital energy in eV: -3.4
Energy above the lowest of the compared OMol25 structures with the same formula, charge and spin in kJ/mol: 134.50